No. 1
Here is a cluster of 3 separate species, C18H39NO3 in total from OMol25. Energies are from ωB97M-V/def2-TZVPD.

XYZ file:
```
61
Properties=species:S:1:pos:R:3:lowdin_charge:R:1
O -2.76 -1.03 -2.91 -0.15
O 3.10 -0.36 -0.82 -0.17
O 4.04 3.76 3.82 -0.17
N -1.97 -4.09 -3.13 -0.02
C 3.86 5.53 5.51 -0.08
C -5.19 -1.47 -2.45 -0.30
C -6.98 -2.11 -0.57 -0.12
C -1.63 -1.69 -2.32 -0.32
C -5.67 -2.56 -1.36 -0.23
C -1.36 -1.89 1.40 0.07
C 5.02 -0.72 -2.32 -0.08
C -3.81 -0.77 -1.97 -0.17
C 4.26 1.15 0.74 -0.08
C -0.91 -0.86 -1.16 -0.12
C 3.84 -0.27 0.39 -0.28
C 3.76 0.07 -2.00 -0.28
C 1.65 3.19 3.77 -0.08
C 3.88 5.15 4.04 -0.28
C 3.03 2.91 4.34 -0.28
C -1.94 -3.22 -1.90 -0.19
C -1.19 -1.40 0.28 -0.14
C -5.05 -2.19 -3.86 -0.09
H -0.85 -1.79 -3.15 0.15
H 2.99 5.52 3.53 0.11
H 4.96 1.55 0.01 0.07
H -1.18 0.24 -1.25 0.13
H 4.75 5.15 6.02 0.08
H 3.02 2.96 5.44 0.11
H 2.99 5.11 6.02 0.07
H 4.74 5.64 3.57 0.12
H -6.96 -2.59 0.46 0.07
H 5.79 -0.57 -1.55 0.07
H -4.60 -1.54 -4.66 0.08
H 1.29 4.18 4.06 0.07
H -6.08 -2.52 -4.24 0.09
H 4.74 1.17 1.71 0.08
H -4.87 -2.81 -0.60 0.09
H -6.97 -0.98 -0.50 0.07
H 3.32 1.89 4.08 0.11
H -2.87 -3.32 -1.27 0.10
H -4.00 0.35 -1.90 0.13
H -7.93 -2.40 -1.13 0.08
H 0.93 2.46 4.15 0.08
H 4.70 -0.94 0.36 0.11
H -3.61 -1.13 -0.91 0.11
H -1.10 -4.63 -3.15 0.06
H 0.21 -0.96 -1.32 0.11
H -1.94 -3.49 -3.96 0.06
H -1.38 -2.53 2.32 0.05
H -6.01 -0.69 -2.53 0.12
H -1.04 -3.57 -1.30 0.12
H 3.18 -0.65 1.18 0.12
H -5.90 -3.51 -1.95 0.11
H 3.39 1.81 0.76 0.08
H 3.97 1.14 -1.95 0.11
H 1.67 3.15 2.68 0.08
H 3.05 -0.07 -2.82 0.12
H 5.44 -0.41 -3.28 0.08
H 4.81 -1.79 -2.35 0.08
H 3.83 6.61 5.63 0.08
H -4.47 -3.16 -3.70 0.07
```

Molar mass: 317.5 g mol⁻¹
Energy above the lowest of the compared OMol25 structures with the same formula, charge and spin: 557.91 kJ/mol
Max |F|: 0.0395 hartree/bohr
SMILES: C#CC[C@@H](CN)OC[C@@H](C)CC.CCOCC.CCOCC
LUMO energy: 0.759 eV



No. 2
Here is a cluster of 4 separate species, C18H39NO7PS in total from OMol25. Energies are from ωB97M-V/def2-TZVPD.

XYZ file:
```
67
Properties=species:S:1:pos:R:3:lowdin_charge:R:1
S -0.75 -1.42 -1.57 -0.03
P -1.27 -2.40 -3.21 0.20
O -0.74 2.85 3.82 0.05
O 4.14 4.44 4.75 0.00
O -4.86 -4.06 -1.78 -0.01
O -2.85 -3.89 -0.81 0.02
O -1.53 1.20 2.54 -0.01
O 4.99 -1.52 -3.66 -0.27
O 6.15 4.62 5.73 0.07
N -0.18 -2.11 -4.59 -0.40
C 4.28 5.13 7.10 0.00
C 4.20 -0.32 -3.97 -0.23
C 2.56 -0.53 -3.70 -0.18
C 2.70 4.31 4.80 -0.23
C -6.97 -2.85 -1.81 -0.07
C 0.15 0.53 -4.54 -0.25
C -1.72 -1.23 2.63 -0.07
C -0.59 1.72 3.36 -0.50
C 4.89 -2.55 -4.70 -0.14
C -1.36 -0.02 1.79 -0.25
C -4.72 -3.38 0.57 0.00
C -6.30 -4.20 -1.73 -0.24
C 4.92 4.69 5.82 -0.51
C -0.48 -0.81 -5.30 -0.43
C 2.03 5.66 4.72 -0.06
C -4.08 -3.82 -0.71 -0.50
C 0.59 0.88 3.75 0.01
C 1.80 0.59 -4.61 -0.23
H -2.05 0.04 0.94 0.10
H -5.72 -3.77 0.72 0.06
H -6.66 -2.32 -2.72 0.09
H -4.12 -3.76 1.41 0.09
H -8.06 -2.96 -1.83 0.08
H -6.70 -2.21 -0.97 0.07
H 2.39 3.73 5.68 0.12
H -1.65 -2.15 2.04 0.08
H -2.65 -2.19 -3.58 -0.06
H 3.28 4.74 7.25 0.07
H 1.45 1.54 3.89 0.07
H 2.36 -0.43 -2.54 0.11
H -6.58 -4.80 -2.61 0.12
H -0.28 0.71 -3.46 0.06
H 2.09 1.66 -4.16 0.10
H 5.76 -3.33 -4.59 0.09
H -2.74 -1.14 3.02 0.08
H 0.37 0.38 4.69 0.10
H 0.94 5.55 4.70 0.08
H 2.34 6.19 3.81 0.09
H 4.88 4.75 7.94 0.09
H 2.34 -1.65 -3.99 0.09
H 0.09 -0.86 -6.34 0.09
H -4.73 -2.29 0.61 0.10
H 2.30 6.30 5.57 0.06
H 4.29 -0.14 -5.14 0.11
H 4.88 -2.15 -5.80 0.09
H -0.23 1.46 -5.19 0.09
H 4.27 6.22 7.14 0.10
H 2.42 3.71 3.93 0.11
H 3.87 -3.16 -4.55 0.10
H -1.13 -3.82 -2.85 -0.04
H 0.88 0.15 3.00 0.08
H 4.56 0.65 -3.40 0.13
H -1.61 -0.64 -5.57 0.07
H -0.36 -0.09 1.36 0.10
H -1.06 -1.33 3.50 0.06
H -6.61 -4.77 -0.85 0.11
H 2.20 0.64 -5.74 0.11
```

Charge: -1
Molar mass: 444.6 g mol⁻¹
Max |F|: 0.0872 hartree/bohr
LUMO energy: 2.223 eV



No. 3
Here is a structure of composition C18H40AlBBeBr4Cl3F4LiN3O6 from OMol25. Energies are from ωB97M-V/def2-TZVPD.

XYZ file:
```
82
Properties=species:S:1:pos:R:3:lowdin_charge:R:1
Br 0.47 4.78 4.51 0.63
Br -1.55 -3.14 -1.53 0.68
Br -1.33 6.48 6.55 0.57
Br -2.64 5.25 3.89 0.62
Cl -7.71 4.37 -1.40 0.57
Cl -6.43 2.30 0.18 0.58
Cl -5.03 3.48 -2.07 0.59
Al 4.41 -2.71 7.71 0.05
F 3.61 -1.35 6.92 -0.22
F 5.93 -3.06 6.88 -0.23
F 3.36 -4.14 7.64 -0.29
F 4.74 -2.31 9.39 -0.22
O -6.47 6.20 0.56 0.07
O 3.21 0.55 -0.96 -0.10
O 4.98 -3.48 2.69 -0.14
O -2.00 2.88 1.33 0.00
O -6.02 4.91 2.35 0.11
O 3.04 -0.65 0.95 0.08
N 4.98 -4.12 -6.18 0.33
N -4.32 0.18 -4.32 0.13
N 0.14 2.64 1.91 -0.01
C 4.91 -2.26 3.42 -0.13
C 2.68 -0.44 -0.38 -0.36
C -5.06 -0.01 -1.78 -0.10
C -6.17 5.98 1.75 -0.62
C 1.37 -3.60 -2.31 -0.23
C 1.28 2.05 2.58 -0.10
C -4.65 0.09 -3.21 -0.27
C 1.66 -2.85 -0.92 -0.23
C -1.52 1.06 2.81 0.00
C 1.65 -1.29 -1.21 -0.11
C -1.30 5.03 5.27 -1.60
C -1.16 2.26 1.96 -0.58
C 2.15 -1.38 -5.22 -0.15
C -1.70 -1.86 -4.46 -0.14
C -0.15 -2.01 -3.99 -0.37
C 0.76 -2.16 -5.29 -0.22
C -5.95 7.23 2.61 0.06
C -6.18 3.77 -0.76 -1.50
B -0.10 -3.29 -2.96 -0.96
Be 3.18 1.25 -3.00 0.69
Li 3.36 -5.95 6.77 0.91
H -2.24 -2.85 -4.47 0.08
H 5.87 -1.75 3.38 0.09
H 1.74 2.81 3.21 0.01
H 5.53 -3.45 -5.63 0.16
H 4.40 -4.69 -5.56 0.16
H -0.99 0.18 2.45 0.08
H 4.64 -2.47 4.45 0.06
H -2.19 -1.20 -3.66 0.03
H 2.15 -0.53 -4.44 -0.03
H 0.97 -3.18 -0.08 0.10
H -1.54 4.12 5.81 -0.03
H 0.94 -3.24 -5.58 0.10
H 2.71 -3.16 -0.59 0.11
H 5.61 -4.73 -6.71 0.16
H -1.80 -1.27 -5.43 0.07
H -6.14 -0.05 -1.71 0.07
H 5.66 -4.02 3.11 0.07
H 2.00 1.74 1.81 0.07
H -6.65 7.23 3.44 0.10
H -1.26 1.25 3.85 0.08
H -5.76 4.54 -0.11 -0.02
H 1.93 -1.16 -2.30 0.07
H -6.10 8.14 2.03 0.09
H -4.63 -0.91 -1.34 0.07
H -2.59 0.88 2.74 0.09
H 3.01 -2.11 -5.02 0.03
H 4.15 -1.63 2.97 0.06
H 0.19 -1.69 -6.16 0.11
H 1.01 1.19 3.18 0.08
H 1.38 -4.72 -2.06 0.10
H -0.41 -4.25 -3.62 0.07
H 0.58 -0.89 -1.12 0.14
H -4.70 0.86 -1.23 0.00
H 0.30 3.45 1.32 0.14
H 4.38 -3.60 -6.83 0.16
H 3.63 -1.43 0.97 0.12
H 2.23 -3.46 -3.05 0.08
H 0.10 -1.00 -3.52 0.11
H 2.40 -0.87 -6.21 0.07
H -4.93 7.23 3.00 0.07
```

Charge: +1
Molar mass: 950.2 g mol⁻¹
Max |F|: 0.0532 hartree/bohr
LUMO energy: -8.242 eV



No. 4
Here is a cluster of 3 separate species, C18H40BN3O4 in total from OMol25. Energies are from ωB97M-V/def2-TZVPD.

XYZ file:
```
66
Properties=species:S:1:pos:R:3:lowdin_charge:R:1
O 3.98 2.33 2.39 -0.01
O -0.05 -1.06 -0.42 -0.08
O 1.66 -1.62 2.84 0.06
O 5.20 0.02 4.69 -0.05
N -0.01 -4.39 -4.51 -0.19
N 3.85 -0.10 2.65 0.10
N -1.87 4.15 2.27 -0.19
C -0.22 -3.21 -5.34 -0.25
C 4.50 -0.78 3.84 -0.25
C 2.33 1.59 4.30 0.00
C -1.08 -5.39 -4.50 -0.27
C -1.46 -2.37 -5.07 -0.09
C -1.75 2.77 1.78 -0.26
C 4.49 -2.38 4.17 -0.03
C -0.38 -3.51 -2.14 -0.10
C -3.98 5.09 1.18 -0.09
C 2.46 -0.80 0.42 -0.03
C -0.92 5.07 1.64 -0.27
C -2.06 2.51 0.31 -0.09
C -3.24 4.63 2.43 -0.25
C 3.41 1.30 3.07 -0.23
C 0.88 -0.30 0.16 -0.12
C -1.44 -5.91 -5.89 -0.10
C -0.81 6.42 2.35 -0.09
C 0.55 -4.13 -3.18 -0.25
B 2.67 -0.86 2.09 -0.43
H -1.73 1.50 0.04 0.06
H 0.66 -2.56 -5.29 0.11
H 0.92 -5.08 -2.77 0.11
H 5.01 -3.06 3.35 0.11
H -0.76 -6.26 -3.92 0.12
H 1.36 0.93 4.23 0.08
H -3.22 5.47 3.14 0.10
H -1.73 7.00 2.26 0.06
H 1.98 2.71 4.16 0.11
H 2.86 1.42 5.34 0.11
H 5.11 -2.56 5.18 0.11
H -2.16 -6.73 -5.81 0.07
H 1.44 -3.50 -3.27 0.11
H 0.00 7.01 1.91 0.07
H 0.08 4.62 1.66 0.11
H 1.44 -1.18 3.72 0.11
H 0.61 0.81 0.48 0.13
H -0.59 6.29 3.42 0.08
H -0.56 -2.45 -2.34 0.04
H 3.12 0.11 0.06 0.13
H 0.09 -3.56 -1.15 0.06
H -1.56 3.21 -0.35 0.07
H -3.38 5.75 0.55 0.07
H -2.37 2.11 2.40 0.11
H -1.63 -1.68 -5.91 0.07
H -4.32 4.24 0.58 0.05
H 3.41 -2.82 4.39 0.10
H -1.91 -5.13 -6.51 0.06
H -2.37 -2.97 -4.97 0.07
H -1.36 -1.76 -4.17 0.06
H 2.71 -1.81 -0.10 0.13
H -4.88 5.65 1.47 0.07
H -1.34 -4.03 -2.07 0.07
H -3.84 3.87 2.94 0.11
H -0.25 -3.53 -6.39 0.10
H -3.14 2.55 0.12 0.06
H -1.99 -5.01 -4.02 0.10
H -1.16 5.24 0.59 0.10
H -0.56 -6.29 -6.42 0.08
H -0.72 2.44 1.97 0.09
```

Molar mass: 373.3 g mol⁻¹
Max |F|: 0.1781 hartree/bohr
SMILES: CC(=O)N(B(O)CC=O)C(C)=O.CCN(CC)CC.CCN(CC)CC
LUMO energy: -0.867 eV



No. 5
Here is a structure of composition C18H40BrFN13O27PS2 from OMol25. Energies are from ωB97M-V/def2-TZVPD.

XYZ file:
```
103
Properties=species:S:1:pos:R:3:lowdin_charge:R:1
Br -1.81 1.23 3.78 0.92
S -3.65 0.09 -0.46 1.03
S -1.66 -1.50 5.02 0.62
P -3.07 -3.92 1.63 0.46
F -2.41 -0.81 6.21 -0.15
O 3.02 7.23 -3.26 0.08
O -5.38 -2.42 3.46 0.11
O 1.50 -3.74 -5.09 0.05
O 2.15 -5.51 -9.51 0.07
O 1.08 -2.74 0.41 0.05
O -2.92 -4.77 2.96 -0.09
O -0.27 -1.24 5.15 -0.24
O 3.27 -5.19 1.11 0.05
O -1.93 -3.91 0.69 -0.25
O 0.22 2.05 -1.51 0.05
O -2.16 -2.84 4.98 -0.24
O 1.77 0.87 -3.82 0.05
O -5.96 -0.22 0.85 0.03
O 1.60 0.74 -5.96 0.07
O 5.12 -5.20 2.21 0.08
O -4.43 -4.51 1.07 -0.09
O 2.59 5.40 -2.21 0.05
O 3.43 3.23 2.40 0.05
O 2.48 -6.60 -7.69 0.05
O 4.27 5.96 6.93 0.08
O 3.59 6.44 4.94 0.04
O -3.66 5.25 1.20 0.06
O 1.89 -2.42 -1.55 0.05
O 0.85 1.65 0.50 0.05
O 1.24 -2.89 -7.05 0.06
O -3.35 3.99 2.92 0.01
O 1.92 4.46 1.50 0.06
N 1.79 -6.26 -8.63 -0.45
N -4.05 4.65 2.18 -0.45
N 4.45 6.34 5.80 -0.44
N 1.43 -3.13 -0.68 -0.43
N 2.26 6.43 -2.77 -0.44
N 4.06 -4.70 1.89 -0.44
N 1.31 0.40 -4.84 -0.44
N -5.89 1.27 2.46 0.07
N -4.72 1.38 1.70 0.06
N 2.43 3.92 2.45 -0.44
N -3.88 -0.68 3.76 0.08
N 1.07 2.00 -0.64 -0.41
N 1.91 -3.43 -6.19 -0.44
C -6.57 0.34 1.92 -0.19
C 0.80 6.70 -2.84 0.05
C -1.45 -0.69 1.14 -0.21
C 0.40 -6.78 -8.71 0.05
C 5.84 6.72 5.40 0.05
C 3.32 -3.72 -6.52 0.05
C 3.67 -3.40 2.49 0.05
C -2.46 -0.58 3.63 -0.80
C 1.27 -4.58 -0.99 0.04
C -5.50 4.71 2.49 0.03
C 1.82 4.11 3.79 0.05
C -4.81 0.50 0.77 -0.69
C -3.39 -2.19 2.05 -0.21
C -4.35 -1.86 3.17 -0.46
C 0.31 -0.70 -4.66 0.05
C -2.10 -1.38 2.34 -0.27
C -2.13 0.49 0.46 -0.44
C 2.45 2.38 -1.01 0.05
H -4.33 -0.41 4.62 0.16
H -2.38 1.32 1.12 0.03
H 3.53 -2.69 1.68 0.09
H 6.49 6.58 6.25 0.09
H 1.55 3.13 4.17 0.10
H -0.01 -1.03 -5.63 0.08
H 0.95 4.75 3.67 0.10
H 2.41 3.40 -1.36 0.07
H -1.32 -2.09 2.64 0.13
H 0.62 -4.66 -1.85 0.10
H 0.66 7.64 -3.36 0.09
H 6.12 6.08 4.57 0.10
H 3.81 -2.78 -6.75 0.11
H 2.57 4.58 4.42 0.06
H 2.26 -4.96 -1.21 0.09
H 3.78 -4.21 -5.67 0.10
H -0.50 -0.28 -4.07 0.10
H 0.23 -7.42 -7.86 0.10
H 2.76 1.71 -1.82 0.08
H 3.07 2.27 -0.13 0.08
H 0.43 6.73 -1.82 0.10
H 0.80 -1.49 -4.10 0.08
H 4.46 -3.09 3.16 0.09
H -6.02 4.32 1.63 0.09
H -0.26 -5.92 -8.71 0.10
H 5.80 7.76 5.08 0.10
H -5.69 4.12 3.37 0.08
H -7.54 -0.04 2.20 0.14
H 2.73 -3.55 3.01 0.10
H -3.90 -1.79 1.16 0.09
H -5.75 5.76 2.63 0.10
H -2.32 -4.37 3.61 0.06
H -0.44 -0.38 1.41 0.11
H -5.19 -3.93 1.19 0.09
H -1.35 -1.50 0.40 0.10
H 0.35 5.86 -3.38 0.10
H -1.44 0.89 -0.29 0.05
H 0.31 -7.31 -9.65 0.10
H 0.84 -5.05 -0.11 0.09
H 3.32 -4.37 -7.40 0.07
```

Molar mass: 1064.6 g mol⁻¹
Max |F|: 0.0193 hartree/bohr
LUMO energy: -0.033 eV



No. 6
Here is a structure of composition C18H40FeP2Si from OMol25. Energies are from ωB97M-V/def2-TZVPD.

XYZ file:
```
62
Properties=species:S:1:pos:R:3:lowdin_charge:R:1
Fe 0.00 0.00 0.00 0.62
P 5.83 0.62 -3.38 0.82
P 5.88 -2.39 -2.30 0.81
Si -1.55 -1.46 1.33 0.48
C 1.98 -0.04 -2.42 -0.19
C -3.00 -1.90 0.24 -0.23
C 1.25 1.00 -1.59 -0.18
C -1.39 1.54 0.15 -0.21
C 7.44 -0.32 -3.46 -0.46
C -0.83 -3.06 1.99 -0.24
C 7.24 -1.84 -3.46 -0.46
C 6.50 2.27 -2.87 -0.32
C 1.07 -1.79 -0.78 -0.25
C 1.46 -1.48 -2.21 -0.20
C -2.17 -0.51 2.81 -0.24
C 5.60 -4.09 -2.98 -0.32
C 5.59 0.96 -5.19 -0.31
C 1.66 1.44 -0.34 -0.21
C 3.05 -0.60 0.37 -0.18
C 2.85 0.93 0.45 -0.19
C 6.92 -2.85 -0.83 -0.31
C 1.75 -1.38 0.36 -0.21
H -1.32 -0.24 3.46 0.03
H -0.47 -3.70 1.17 0.03
H 3.06 0.01 -2.22 0.05
H 5.31 0.04 -5.71 0.03
H 2.69 1.21 1.50 0.11
H 7.76 -3.49 -1.10 0.03
H 0.56 -1.62 -2.83 0.11
H -1.16 2.36 -0.53 0.00
H 8.01 0.00 -4.35 0.07
H -2.70 0.41 2.49 0.02
H -1.63 -3.61 2.54 0.04
H 5.11 -4.01 -3.96 0.03
H 6.53 -4.65 -3.09 0.04
H 3.64 -0.92 1.23 0.11
H 1.86 0.22 -3.48 0.11
H 3.64 -0.86 -0.52 0.07
H 0.53 1.61 -2.12 0.10
H -2.88 -1.15 3.38 0.03
H -2.40 1.18 -0.06 -0.03
H 6.95 -2.18 -4.47 0.07
H -1.37 1.92 1.18 -0.01
H -0.01 -2.85 2.70 0.03
H 4.78 1.68 -5.32 0.03
H 8.17 -2.37 -3.21 0.07
H 3.77 1.45 0.13 0.11
H 6.85 2.21 -1.83 0.03
H -2.63 -2.48 -0.64 0.03
H 7.33 2.59 -3.50 0.04
H 7.31 -1.94 -0.35 0.03
H 4.92 -4.64 -2.32 0.03
H 1.26 2.39 0.01 0.10
H 1.48 -1.87 1.29 0.07
H 0.35 -2.60 -0.67 0.08
H 6.50 1.37 -5.66 0.03
H 2.20 -2.21 -2.57 0.10
H 6.30 -3.37 -0.10 0.03
H 5.71 3.02 -2.91 0.03
H -3.50 -0.98 -0.12 0.02
H -3.72 -2.51 0.81 0.04
H 8.03 -0.03 -2.58 0.07
```

Spin multiplicity: 5
Molar mass: 402.4 g mol⁻¹
Energy above the lowest of the compared OMol25 structures with the same formula, charge and spin: 0.00 kJ/mol
Expectation value of S²: 6.193
Max |F|: 0.0223 hartree/bohr
LUMO energy (alpha / beta): 0.263 / -0.031 eV